[1]
ORCA calculation (wB97M-V/def2-TZVPD) on a molecular structure, H23O11 at a distorted geometry.

The geometry in XYZ format:
```
34
Properties=species:S:1:pos:R:3:forces:R:3
O -2.317663 0.610579 -0.224780 2.57 -1.37 3.18
H 0.601252 -0.716511 -0.172816 0.56 -0.45 0.89
H 1.249159 -0.642171 1.707793 0.00 -2.75 -1.38
O -0.920722 1.192139 3.022205 1.34 -5.55 -6.45
H -3.162758 0.975516 -0.381234 -1.59 0.78 -0.14
H 1.427527 -2.067597 0.684509 3.15 -4.52 -0.71
O -1.942698 -2.746039 -2.128646 1.94 -2.10 1.40
H -0.765258 0.440367 -0.888980 1.20 -0.49 -0.84
H 1.914026 4.366199 -1.433243 -0.71 1.12 -1.47
O -2.717137 3.252551 -1.305269 -5.59 2.91 -3.70
H -2.334810 3.016594 -0.564151 4.52 -2.50 5.62
H 2.074956 -1.633327 3.570651 -0.17 0.64 -0.14
O -0.350732 -1.728822 -3.827997 0.28 0.77 0.03
H 2.021832 2.958999 -0.934326 0.10 0.41 0.24
H -1.281273 1.969154 2.830230 -2.53 5.38 -2.36
O 1.351306 -3.621885 -1.168970 0.78 -1.63 -0.88
H 1.479992 -4.564792 -1.454301 0.39 1.31 -0.03
H -2.146372 0.507461 0.812666 -0.78 0.40 -2.83
O 1.001191 -1.306131 0.825560 -4.11 7.79 -0.41
H -1.632068 -2.009041 -2.610636 -0.95 1.46 -0.87
O 1.754731 -0.852333 3.085030 -0.36 -1.92 -0.85
H -2.856384 -2.857049 -2.016020 -1.77 0.51 -0.11
H -0.833895 1.294224 3.864491 1.25 0.12 8.72
O 2.725488 1.596038 3.016028 -3.04 -3.04 -2.95
H 1.798609 -0.055933 3.562394 0.63 1.80 1.45
H 3.067036 2.372106 3.344973 0.83 3.10 0.75
O 0.116835 0.070054 -1.295196 -1.67 -1.88 0.53
H 2.017246 1.752046 2.256146 2.10 0.20 2.22
H -0.214589 -0.652017 -1.946959 0.90 1.76 1.20
O 2.244643 3.880770 -0.713868 0.57 -1.56 1.27
H -3.525582 3.602821 -0.791959 1.07 -0.26 -1.98
H 0.633320 -3.791694 -0.582867 -1.34 0.36 0.91
H -0.137025 -2.025098 -4.696037 0.28 0.59 -1.67
H -0.340174 -2.587163 -3.444428 0.15 -1.39 1.33
```
Positions in Å, forces in eV/Å.

Calculated total energy: -841.1697 Eh
2S+1: 2
Expectation value of S²: 0.75
ΔE to the lowest compared entry with this formula, charge and spin: 69.56 kcal/mol
HOMO energy (spin up / spin down): -2.66 / -11.00 eV
Gap between HOMO and LUMO (spin up / spin down): 2.9 / 11.0 eV
Molar mass: 199.17 g/mol

Mulliken charges, unit e, in atom order: -0.810 0.529 0.543 -0.842 0.327 0.357 -0.632 0.496 0.320 -0.740 0.341 0.238 -0.758 0.332 0.351 -0.683 0.316 0.324 -1.055 0.382 -0.282 0.283 0.344 -0.855 0.269 0.320 -0.693 0.326 0.364 -0.697 0.348 0.320 0.310 0.306



[2]
ORCA calculation (wB97M-V/def2-TZVPD) on a molecular structure, C4H6LiO at a distorted geometry.

The geometry in XYZ format:
```
12
Properties=species:S:1:pos:R:3:forces:R:3
C -0.085392 0.781205 -0.763904 -0.83 1.75 0.02
C -0.334805 -0.206541 0.328104 0.05 -0.73 0.21
C -0.337286 -1.551927 0.133752 0.04 0.95 -0.44
O -0.510659 -2.481463 1.033626 -0.18 -0.35 1.06
H 0.241242 0.250247 -1.681504 -0.50 0.37 0.13
H -0.500267 0.177233 1.342663 0.04 -0.08 -0.29
H -0.196355 -1.908017 -0.907483 0.03 0.08 0.35
Li -0.736803 -2.947123 2.672644 0.12 0.22 -0.90
C 0.846507 1.895913 -0.428592 1.32 -0.34 0.22
H 1.643774 1.731735 0.301643 -0.22 0.19 -0.14
H 0.940806 2.758546 -1.093849 -0.13 -0.31 0.24
H -0.970762 1.500191 -0.937101 0.25 -1.75 -0.46
```
Positions in Å, forces in eV/Å.

Calculated total energy: -238.6994 Eh
2S+1: 2
Expectation value of S²: 0.75
ΔE to the lowest compared entry with this formula, charge and spin: 0.00 kcal/mol
HOMO energy (spin up / spin down): -6.72 / -6.85 eV
Gap between HOMO and LUMO (spin up / spin down): 5.8 / 5.9 eV
Molar mass: 77.03 g/mol

Mulliken charges, unit e, in atom order: -0.165 -0.337 -0.119 -0.871 0.266 0.220 0.267 0.873 -0.936 0.332 0.323 0.147



> What is the expectation value of S² in the first record?

0.75



> 2S+1 of number 1 (H23O11)?

2



> What is the formula in the second record?

C4H6LiO



What did the second record say?
ORCA calculation (wB97M-V/def2-TZVPD) on a molecular structure, C4H6LiO at a distorted geometry.

The geometry in XYZ format:
```
12
Properties=species:S:1:pos:R:3:forces:R:3
C -0.085392 0.781205 -0.763904 -0.83 1.75 0.02
C -0.334805 -0.206541 0.328104 0.05 -0.73 0.21
C -0.337286 -1.551927 0.133752 0.04 0.95 -0.44
O -0.510659 -2.481463 1.033626 -0.18 -0.35 1.06
H 0.241242 0.250247 -1.681504 -0.50 0.37 0.13
H -0.500267 0.177233 1.342663 0.04 -0.08 -0.29
H -0.196355 -1.908017 -0.907483 0.03 0.08 0.35
Li -0.736803 -2.947123 2.672644 0.12 0.22 -0.90
C 0.846507 1.895913 -0.428592 1.32 -0.34 0.22
H 1.643774 1.731735 0.301643 -0.22 0.19 -0.14
H 0.940806 2.758546 -1.093849 -0.13 -0.31 0.24
H -0.970762 1.500191 -0.937101 0.25 -1.75 -0.46
```
Positions in Å, forces in eV/Å.

Calculated total energy: -238.6994 Eh
2S+1: 2
Expectation value of S²: 0.75
ΔE to the lowest compared entry with this formula, charge and spin: 0.00 kcal/mol
HOMO energy (spin up / spin down): -6.72 / -6.85 eV
Gap between HOMO and LUMO (spin up / spin down): 5.8 / 5.9 eV
Molar mass: 77.03 g/mol

Mulliken charges, unit e, in atom order: -0.165 -0.337 -0.119 -0.871 0.266 0.220 0.267 0.873 -0.936 0.332 0.323 0.147